No. 1
Computed, not measured: a cluster of 2 separate species, C11H15N in total, with ωB97M-V/def2-TZVPD.

Geometry (Å):
C  0.825  -1.622  1.646
C  -0.510  -0.998  1.514
C  -1.100  -0.243  2.482
N  -2.030  0.649  1.901
C  -2.172  0.382  0.562
C  -2.795  1.112  -0.483
C  -3.012  0.468  -1.614
C  -2.172  -0.627  -1.973
C  -1.242  -1.173  -1.134
C  -1.291  -0.631  0.184
H  1.551  -1.016  1.090
H  0.726  -2.667  1.066
H  1.355  -1.717  2.699
H  -0.883  -0.155  3.472
H  -2.563  1.264  2.380
H  -3.112  2.088  -0.217
H  -3.505  0.986  -2.501
H  -2.519  -1.050  -2.945
H  -0.518  -1.883  -1.493
C  3.534  0.190  -0.757
C  2.761  1.444  -0.975
H  2.777  -0.593  -0.689
H  4.251  0.153  -1.609
H  3.947  0.102  0.224
H  1.667  1.329  -1.031
H  2.959  2.145  0.005
H  3.073  2.064  -1.804

Properties
Energy ... -13138.1509 eV
Kohn-Sham gap ... 8.85 eV
Energy above the lowest of the compared OMol25 structures with the same formula, charge and spin ... 60.9 kcal/mol
SMILES string ... Cc1c[nH]c2ccccc12.CC
E_HOMO ... -0.292 hartree
Total charge ... 0
LUMO level ... 0.9 eV

Löwdin population analysis, charges in e, atoms 1 to 2:
1. C -0.085
2. C -0.211

No. 2
Computed, not measured: a structure of composition C33H42Br2NOPtSi2, with ωB97M-V/def2-TZVPD.

Geometry (Å):
Pt  0.211  -0.399  0.097
Br  1.564  -0.135  5.099
C  2.698  -0.494  3.625
C  4.081  -0.544  3.832
C  4.935  -0.769  2.789
Br  6.809  -0.799  3.136
C  4.440  -0.974  1.481
C  5.235  -1.201  0.334
C  4.637  -1.397  -0.876
C  3.234  -1.363  -0.963
N  2.472  -1.145  0.075
C  3.036  -0.939  1.290
C  2.105  -0.658  2.371
O  0.838  -0.557  2.172
H  4.474  -0.391  4.828
H  6.313  -1.206  0.429
H  5.228  -1.562  -1.768
H  2.726  -1.520  -1.910
C  -4.134  -1.257  -1.998
C  -2.613  -1.276  -1.773
C  -1.965  -0.191  -2.651
C  -2.075  -2.615  -2.293
Si  -2.073  -0.981  0.076
C  -3.146  0.440  0.876
C  -4.581  0.042  1.261
C  -3.212  1.636  -0.084
C  -2.442  0.961  2.144
C  -2.303  -2.632  1.090
C  -1.175  -3.619  0.741
C  -3.650  -3.330  0.856
C  -2.159  -2.343  2.593
H  -4.354  -1.478  -3.054
H  -4.572  -0.282  -1.775
H  -4.653  -2.004  -1.389
H  -2.250  -0.346  -3.704
H  -0.874  -0.241  -2.589
H  -2.252  0.825  -2.373
H  -2.267  -2.684  -3.374
H  -2.554  -3.476  -1.821
H  -0.994  -2.699  -2.139
H  -5.148  -0.366  0.420
H  -5.128  0.926  1.629
H  -4.592  -0.700  2.064
H  -3.807  1.435  -0.978
H  -2.211  1.944  -0.402
H  -3.675  2.489  0.434
H  -2.425  0.231  2.954
H  -2.974  1.853  2.512
H  -1.408  1.244  1.938
H  -1.218  -3.968  -0.293
H  -1.251  -4.502  1.395
H  -0.191  -3.168  0.902
H  -3.766  -3.676  -0.175
H  -4.499  -2.681  1.086
H  -3.725  -4.215  1.507
H  -1.240  -1.791  2.819
H  -2.121  -3.298  3.140
H  -3.009  -1.780  2.987
C  -0.186  3.515  -4.472
C  0.701  2.454  -4.323
C  0.997  1.967  -3.056
C  0.438  2.530  -1.901
C  -0.455  3.596  -2.078
C  -0.770  4.080  -3.344
Si  0.786  1.860  -0.164
C  2.611  2.141  0.265
C  2.947  2.363  1.609
C  4.269  2.468  2.024
C  5.301  2.353  1.100
C  4.995  2.129  -0.237
C  3.669  2.018  -0.645
H  -0.427  3.893  -5.460
H  1.154  2.000  -5.198
H  1.656  1.105  -2.969
H  -0.914  4.051  -1.205
H  -1.472  4.901  -3.451
H  0.115  2.856  0.724
H  2.152  2.427  2.350
H  4.497  2.631  3.073
H  6.333  2.433  1.419
H  5.793  2.024  -0.965
H  3.461  1.832  -1.696

Properties
Energy ... -197530.4430 eV
Kohn-Sham gap (spin up / spin down) ... 5.19 / 7.07 eV
Multiplicity ... 3
Energy above the lowest of the compared OMol25 structures with the same formula, charge and spin ... 0.0 kcal/mol
E_HOMO (spin up / spin down) ... -0.105 / -0.180 hartree
Total charge ... -1
LUMO level (spin up / spin down) ... 2.3 / 2.2 eV

Löwdin population analysis, charges in e, atoms 1 to 2:
1. Pt 0.797
2. Br 0.741

No. 3
Computed, not measured: a structure of composition C5H5CrO4, with ωB97M-V/def2-TZVPD.

Geometry (Å):
O  1.186  -1.802  -0.786
C  0.794  -0.685  -1.479
C  -0.208  0.176  -0.720
O  -0.647  -0.340  0.364
C  -0.011  -0.470  2.638
O  0.772  0.320  3.133
O  -1.053  -0.894  3.390
Cr  0.495  -2.032  0.926
H  0.300  -0.928  -2.444
H  1.648  -0.028  -1.741
H  -1.883  -0.725  2.914
C  -0.667  1.469  -1.139
C  -0.118  2.249  -2.131
H  -1.478  1.861  -0.507
H  0.869  1.828  -2.419

Properties
Energy ... -41873.5697 eV
Kohn-Sham gap (spin up / spin down) ... 5.41 / 5.20 eV
Multiplicity ... 5
E_HOMO (spin up / spin down) ... -0.122 / -0.122 hartree
Total charge ... -1
LUMO level (spin up / spin down) ... 2.1 / 1.9 eV

Löwdin population analysis, charges in e, atoms 1 to 2:
1. O -0.387
2. C -0.309

No. 4
Computed, not measured: a structure of composition C38H49NO2PSSc, with ωB97M-V/def2-TZVPD.

Geometry (Å):
Sc  -0.819  0.220  -0.595
N  -5.355  -5.440  -2.775
C  -4.617  -4.589  -2.470
C  -3.796  -3.534  -1.987
C  -2.416  -3.463  -2.305
C  -1.669  -2.407  -1.779
C  -2.266  -1.379  -1.022
C  -3.622  -1.473  -0.732
C  -4.377  -2.556  -1.194
H  -1.867  -4.262  -2.882
H  -0.650  -2.356  -2.043
H  -4.180  -0.727  -0.184
H  -5.419  -2.702  -0.885
C  -4.160  1.769  -2.378
C  -3.695  3.070  -1.707
C  -3.599  2.937  -0.210
C  -2.409  3.635  -2.275
C  -2.360  4.994  -2.569
C  -1.237  5.552  -3.145
C  -0.190  4.746  -3.498
C  -0.171  3.358  -3.213
C  1.091  2.625  -3.626
C  0.960  1.168  -4.033
C  2.163  2.804  -2.507
C  -1.242  2.838  -2.461
O  -1.182  1.605  -1.969
H  -4.935  1.302  -1.771
H  -3.357  1.019  -2.458
H  -4.581  1.910  -3.358
H  -4.467  3.845  -1.933
H  -2.812  2.233  0.085
H  -4.596  2.601  0.156
H  -3.389  3.928  0.248
H  -3.187  5.615  -2.277
H  -1.178  6.626  -3.261
H  0.701  5.179  -3.995
H  1.575  3.216  -4.439
H  0.851  0.552  -3.126
H  1.888  0.852  -4.500
H  0.108  1.004  -4.689
H  1.862  2.273  -1.590
H  2.341  3.882  -2.300
H  3.077  2.301  -2.821
C  6.323  -5.213  0.493
C  7.663  -4.520  0.235
O  8.734  -5.139  0.383
S  7.936  -2.725  -0.024
C  6.319  -2.249  -0.282
C  5.867  -1.250  0.610
C  4.609  -0.693  0.461
C  3.679  -1.222  -0.525
C  4.173  -2.228  -1.432
C  5.430  -2.761  -1.317
C  2.363  -0.813  -0.665
C  1.163  -0.493  -0.755
H  5.441  -4.561  0.564
H  6.461  -5.822  1.411
H  6.160  -5.931  -0.296
H  6.579  -0.853  1.350
H  4.281  0.099  1.145
H  3.529  -2.588  -2.214
H  5.813  -3.546  -1.997
C  -2.461  0.119  4.562
C  -2.229  0.605  3.118
C  -3.492  0.472  2.251
P  -0.682  0.031  2.215
C  0.852  0.957  2.949
C  1.293  2.024  1.931
C  0.647  1.569  4.355
C  -0.403  -1.753  2.697
C  -1.623  -2.647  2.455
C  0.283  -2.038  4.047
H  -3.165  0.840  5.068
H  -1.516  0.192  5.165
H  -2.848  -0.878  4.567
H  -1.948  1.666  3.225
H  -3.903  -0.557  2.346
H  -3.329  0.688  1.171
H  -4.227  1.230  2.611
H  1.601  0.204  2.999
H  0.395  2.596  1.578
H  1.800  1.544  1.077
H  1.974  2.789  2.386
H  -0.179  2.272  4.425
H  1.536  2.116  4.686
H  0.512  0.747  5.059
H  0.275  -2.000  1.917
H  -2.465  -2.430  3.153
H  -1.354  -3.695  2.649
H  -2.033  -2.530  1.433
H  -0.155  -1.443  4.861
H  1.401  -1.887  4.020
H  0.105  -3.067  4.352

Properties
Energy ... -86609.2785 eV
Kohn-Sham gap ... 7.35 eV
Energy above the lowest of the compared OMol25 structures with the same formula, charge and spin ... 0.0 kcal/mol
E_HOMO ... -0.289 hartree
Total charge ... 0
LUMO level ... -0.5 eV

Löwdin population analysis, charges in e, atoms 1 to 2:
1. Sc 0.868
2. N 0.148

Number 1 is which compound? C11H15N